{"formula": "C10H11N3", "method": "ωB97M-V/def2-TZVPD", "elements": ["C", "C", "C", "C", "C", "C", "C", "C", "N", "N", "N", "C", "C", "H", "H", "H", "H", "H", "H", "H", "H", "H", "H", "H"], "positions_angstrom": [[-0.859, -1.588, 0.493], [-0.316, -0.356, 0.362], [0.706, 0.200, 1.196], [1.564, -0.522, 2.014], [2.516, 0.169, 2.769], [2.768, 1.565, 2.679], [1.813, 2.252, 1.949], [0.811, 1.647, 1.169], [-0.004, 2.521, 0.468], [-0.781, 1.994, -0.389], [-1.003, 0.707, -0.531], [-1.779, 0.401, -1.753], [-0.807, -0.195, -2.798], [-1.523, -2.147, -0.127], [-0.613, -2.329, 1.312], [1.573, -1.591, 2.083], [3.361, -0.419, 3.190], [3.527, 2.026, 3.323], [1.710, 3.387, 1.739], [-2.276, 1.367, -1.935], [-2.507, -0.462, -1.431], [-0.403, 0.594, -3.402], [0.029, -0.593, -2.305], [-1.274, -1.070, -3.480]], "forces_ev_per_a": [[0.9, -1.0, 1.0], [-3.2, 0.1, -1.3], [-0.1, 2.6, -0.1], [0.8, 1.2, 0.6], [2.2, -0.2, -0.7], [-1.8, -1.0, 0.4], [-0.5, 2.7, -1.3], [1.1, -2.3, 1.7], [-0.4, -1.1, -1.0], [-0.3, 1.1, 0.1], [2.0, -1.6, 1.4], [-0.3, -2.5, 1.7], [-2.3, -0.9, -1.7], [-0.7, 0.7, -0.9], [0.5, 1.5, -0.8], [-0.3, -0.4, -0.2], [-1.0, 0.2, 0.2], [-0.3, -0.1, -0.7], [0.9, -1.7, 1.0], [0.0, -0.8, -0.5], [0.9, 1.9, -0.7], [0.0, 0.4, -0.7], [1.0, -0.9, 0.8], [0.9, 2.2, 1.5]], "gap_ev": 8.181, "e_lumo_ev": 0.31, "smiles": "C=C1c2ccccc2N=NN1CC", "homo_ev": -7.8748, "multiplicity": 1, "mol_weight_g_mol": 173.2, "charge": 0, "de_lowest_ev": 3.998}